Formula: C2H4ClIN2O
Source: the Open Molecules 2025 dataset
Level of theory: ωB97M-V/def2-TZVPD

XYZ file:
```
11
Properties=species:S:1:pos:R:3:forces:R:3:lowdin_charge:R:1
C 0.093 0.365 0.719 -0.3 -0.1 0.0 -0.72
C -0.378 -0.439 -0.487 3.3 0.7 -2.8 -1.16
N -0.557 0.060 1.854 -0.2 0.0 0.5 0.15
N 1.201 0.032 -1.922 -2.4 -1.5 2.2 0.05
O 0.953 1.206 0.646 0.3 0.2 0.0 0.05
Cl -1.847 0.128 -1.163 -0.3 0.1 0.0 0.61
I -0.184 -2.528 -0.311 -0.1 0.2 0.0 0.85
H -1.290 -0.628 1.895 0.1 0.0 0.0 0.08
H -0.300 0.551 2.695 0.0 0.0 -0.1 0.12
H 0.633 0.543 -2.594 -0.1 0.2 0.1 -0.01
H 1.677 0.710 -1.332 -0.2 0.3 0.1 -0.02
```
Positions in Å, forces in eV/Å.

Calculated values
frontier orbital gap = 0.3360 Ha
spin multiplicity = 1
energy above the lowest of the compared OMol25 structures with the same formula, charge and spin = 202.88 kJ/mol
E_LUMO = -0.25 eV
energy = -1021.16667 a.u.